1.
Formula: CH2OS2
Source: the OMol25 dataset
Level of theory: wB97M-V/def2-TZVPD

The geometry in XYZ format:
```
6
Properties=species:S:1:pos:R:3
C -0.0102 0.7924 -0.0445
H 1.2526 -1.3582 0.1092
H -1.2791 -1.3249 0.2768
O 0.0370 1.9683 -0.0696
S 1.5811 -0.0478 -0.1318
S -1.5814 -0.0298 -0.1402
```

HOMO energy = -10.18 eV
Spin multiplicity = 1
Frontier orbital gap = 10.49 eV


2.
Formula: CH2OS2
Source: the OMol25 dataset
Level of theory: wB97M-V/def2-TZVPD

The geometry in XYZ format:
```
6
Properties=species:S:1:pos:R:3
C 0.5759 0.0205 0.0070
O -1.8953 -0.1869 -0.0326
S -0.8332 -1.2009 0.1115
S -0.4088 1.5468 0.1017
H 1.4586 0.0791 0.7001
H 1.1028 -0.2586 -0.8876
```

HOMO energy (alpha / beta) = -9.27 / -8.75 eV
Spin multiplicity = 1
Frontier orbital gap (alpha / beta) = 7.90 / 7.16 eV


3.
Formula: CH2OS2
Source: the OMol25 dataset
Level of theory: wB97M-V/def2-TZVPD

The geometry in XYZ format:
```
6
Properties=species:S:1:pos:R:3
C -0.0582 -0.0474 -0.0933
H 0.2989 -2.1231 0.7662
H -0.5280 1.9869 -0.9791
O -0.7726 -0.5413 -0.9216
S 0.7815 -0.9742 1.1818
S 0.2784 1.6992 0.0460
```

HOMO energy = -10.16 eV
Spin multiplicity = 1
Frontier orbital gap = 10.74 eV


4.
Formula: CH2OS3
Source: the OMol25 dataset
Level of theory: wB97M-V/def2-TZVPD

The geometry in XYZ format:
```
7
Properties=species:S:1:pos:R:3
C 0.0878 0.0166 -0.3646
O -2.3475 -1.1926 -0.6507
S 2.1799 1.1551 1.8680
S 0.3490 1.2049 1.1218
S -0.9913 -1.4734 -0.2043
H -0.3646 0.6104 -1.1515
H 1.0867 -0.3210 -0.6186
```

HOMO energy (alpha / beta) = -9.02 / -8.94 eV
Spin multiplicity = 1
Frontier orbital gap (alpha / beta) = 7.56 / 6.89 eV


no.,maximum force (eV/Å)
1,1.79
2,2.05
3,0.80
4,2.43